# 1
Below is a cluster of 10 separate species, C22H31BCl18F8O5 in total, with properties calculated with ωB97M-V/def2-TZVPD.

For the LUMO energy, the calculation gives -0.145 eV. For the HOMO energy, the calculation gives -0.3674 Eh. Its spin multiplicity is 1. The value obtained for the orbital gap is 9.9 eV.

Each line ends with the Mulliken charge.
Geometry (Å):
C1 1.8567 2.9625 0.0161  -1.376
C2 0.5687 3.7968 0.0781  0.323
B1 -0.0838 3.6908 -1.3266  0.629
O1 0.5464 4.3480 -2.3508  -0.642
C3 -1.4700 3.0673 -1.6834  0.745
C4 -2.3931 2.3486 -1.0729  0.684
C5 -2.3648 1.6347 0.2143  -0.623
C6 -2.6763 0.1681 -0.1993  -0.812
O2 -2.1221 -0.0352 -1.4922  -0.123
C7 -1.6609 -1.3230 -1.7396  -1.369
C8 -0.3199 -1.6702 -1.1253  1.180
F1 -0.1253 -1.0378 0.0082  -0.129
F2 -0.3746 -2.9455 -0.7937  -0.374
C9 0.9218 -1.4429 -1.9883  0.386
F3 1.9329 -1.8895 -1.2979  -0.386
F4 1.1000 -0.1591 -2.1181  -0.206
C10 0.9287 -2.1733 -3.3658  0.781
F5 -0.0137 -3.0733 -3.4623  -0.281
F6 2.0660 -2.8088 -3.4637  -0.348
C11 0.9134 -1.2243 -4.5600  0.640
F7 2.0385 -0.5814 -4.6134  -0.274
F8 -0.1025 -0.4033 -4.4853  -0.194
C12 -3.6565 2.4544 -1.8797  -0.082
O3 -4.7316 2.2239 -1.5610  -0.536
O4 -3.3713 3.2808 -2.9315  -0.362
C13 -2.0139 3.1428 -3.0690  -0.086
O5 -1.4468 2.8244 -3.9985  -0.464
H1 2.4280 3.2892 -0.8339  0.322
H2 2.4785 3.1149 0.8783  0.427
H3 1.6144 1.9270 -0.1537  0.108
H4 -0.0793 3.5412 0.8985  0.348
H5 0.8742 4.8269 0.2208  -0.243
H6 0.6300 3.7191 -3.0838  0.289
H7 -1.3842 1.6234 0.6415  -0.068
H8 -3.1550 1.9186 0.8784  0.509
H9 -3.7472 0.0587 -0.2947  0.394
H10 -2.3074 -0.5676 0.4985  0.654
H11 -2.3597 -2.0707 -1.3863  0.378
H12 -1.6338 -1.4247 -2.8085  0.387
H13 0.8278 -1.8030 -5.4781  -0.249
Cl1 1.2285 -1.1180 2.2172  0.108
C14 2.2649 -1.0966 3.6496  -0.326
Cl2 3.9246 -0.6338 3.2425  -0.099
H14 1.8669 -0.3806 4.3594  0.280
H15 2.2752 -2.0846 4.0876  0.064
Cl3 0.4769 -3.9768 -6.4521  -0.207
C15 -0.4070 -5.4874 -6.2033  -0.274
Cl4 -0.5038 -6.4420 -7.6882  -0.190
H16 0.1074 -6.0690 -5.4483  0.346
H17 -1.4118 -5.2516 -5.8748  0.286
Cl5 -3.7349 5.6124 1.0700  -0.136
C16 -4.2998 6.1004 -0.5347  -0.312
Cl6 -2.9475 6.3669 -1.6391  -0.092
H18 -4.9307 5.3161 -0.9371  0.218
H19 -4.8619 7.0214 -0.4434  0.386
Cl7 0.0974 6.9221 2.4524  -0.168
C17 -0.4676 7.4106 0.8470  0.371
Cl8 0.8838 7.6721 -0.2616  -0.166
H20 -1.1019 6.6290 0.4483  -0.419
H21 -1.0290 8.3323 0.9388  0.324
Cl9 -0.2634 -3.4314 5.4713  -0.150
C18 0.7746 -3.4208 6.9038  -0.251
Cl10 2.4328 -2.9686 6.4991  -0.138
H22 0.3829 -2.7026 7.6133  0.305
H23 0.7833 -4.4118 7.3393  0.245
Cl11 6.6277 0.0291 1.8595  -0.155
C19 7.0536 1.7340 2.0454  -0.308
Cl12 5.8205 2.7958 1.3567  -0.100
H24 7.1491 1.9532 3.1018  0.256
H25 7.9927 1.9151 1.5376  0.313
Cl13 -3.3178 1.0047 3.2895  -0.135
C20 -2.0628 1.3653 4.4839  -0.335
Cl14 -0.5966 1.9910 3.7215  -0.104
H26 -2.4441 2.1107 5.1707  0.342
H27 -1.8182 0.4531 5.0143  0.253
Cl15 -4.2228 -9.6457 -8.4854  -0.163
C21 -3.0356 -8.8212 -7.4679  -0.086
Cl16 -3.4147 -8.9913 -5.7483  -0.159
H28 -2.0594 -9.2516 -7.6519  0.249
H29 -3.0327 -7.7695 -7.7188  0.161
Cl17 5.6242 -5.1210 8.7856  -0.143
C22 4.3648 -4.3098 9.7184  -0.259
Cl18 2.7657 -4.9912 9.3926  -0.137
H30 4.5810 -4.4267 10.7729  0.318
H31 4.3532 -3.2605 9.4492  0.230

=====

# 2
Below is a structure of composition C22H31BrCl2N3O3Pt, with properties calculated with ωB97M-V/def2-TZVPD.

The charge is -1. For the LUMO energy (spin up / spin down), the calculation gives 2.392 / 2.387 eV. The expectation value of S² is 2.019. For the HOMO energy (spin up / spin down), the calculation gives -0.0347 / -0.1466 Eh. Its spin multiplicity is 3. The value obtained for the orbital gap (spin up / spin down) is 3.3 / 6.4 eV.

Each line ends with the Mulliken charge.
Geometry (Å):
O1 -2.7328 -2.5652 -2.7045  -0.473
C1 -2.7037 -1.4840 -3.2879  -0.054
C2 -1.6960 -1.1468 -4.3579  0.429
C3 -0.3802 -1.5969 -4.1912  0.160
H1 -0.1041 -1.9376 -3.1967  0.000
C4 0.4835 -1.6895 -5.2800  -0.615
H2 1.4482 -2.1719 -5.1383  0.401
C5 0.0618 -1.1970 -6.5228  -0.351
H3 0.6901 -1.3474 -7.4033  0.344
C6 -1.1317 -0.4651 -6.6158  -0.516
H4 -1.3867 0.0405 -7.5539  0.364
C7 -2.0207 -0.4373 -5.5273  -0.354
H5 -2.9794 0.0980 -5.5739  0.359
H6 -3.2409 -0.5545 -2.9587  0.218
C8 -1.6892 2.7415 -1.0632  -1.162
C9 -0.3158 2.0971 -1.1713  0.802
H7 -1.8835 3.3948 -1.9204  0.466
H8 -1.7740 3.3367 -0.1445  0.280
H9 -2.4250 1.9296 -0.9916  0.054
C10 0.4523 2.3239 -2.2677  -0.072
C11 0.5977 3.6144 -3.0159  -1.466
H10 1.0365 1.4836 -2.6323  0.272
H11 0.2993 3.5849 -4.0798  0.276
H12 1.6565 3.8896 -2.9833  0.317
H13 0.0695 4.4546 -2.5484  0.385
Pt1 0.0189 0.6602 0.1184  1.248
Cl1 1.8878 -0.1253 -1.0703  -0.666
Cl2 0.4846 2.8551 1.2310  -0.561
C12 2.4663 0.5660 2.0612  0.202
O2 1.2618 0.1671 2.0148  -0.609
N1 3.0533 0.9487 3.1988  0.247
C13 2.3890 0.8698 4.4914  -0.888
C14 4.3800 1.5580 3.2181  -0.863
H14 3.1035 0.6323 1.1559  0.142
H15 1.3820 0.4723 4.3485  0.160
H16 2.3581 1.8722 4.9430  0.306
H17 2.9804 0.2425 5.1757  0.316
H18 4.7760 1.6166 2.1930  0.263
H19 5.0591 0.9666 3.8540  0.312
H20 4.3208 2.5673 3.6575  0.290
H21 -3.6837 1.2838 3.8061  0.289
H22 -5.4129 -0.6920 2.5687  0.343
C15 -3.8602 1.6610 2.7925  -0.969
C16 -5.0979 -0.1910 1.6474  -0.918
N2 -3.8637 0.5610 1.8391  0.314
H23 -3.0803 2.3763 2.5274  0.289
C17 -2.7691 0.2309 1.1763  0.150
O3 -1.6618 0.8367 1.4011  -0.792
H24 -4.9308 -0.9481 0.8748  0.291
H25 -2.8554 -0.5771 0.4376  0.218
H26 -4.8458 2.1298 2.7690  0.348
H27 -5.9110 0.4694 1.3330  0.338
Br1 -1.3762 -3.7713 4.1283  -0.301
C18 -0.8622 -3.2330 2.3500  -0.187
C19 -0.7559 -4.2104 1.3641  -0.527
C20 -0.4217 -3.7859 0.0805  -0.627
C21 -0.2350 -2.4208 -0.1652  0.462
N3 -0.3226 -1.4767 0.7793  -0.041
C22 -0.6111 -1.8850 2.0469  -0.332
H28 -0.9229 -5.2492 1.6321  0.401
H29 -0.3255 -4.4923 -0.7389  0.380
H30 0.0163 -2.0697 -1.1633  -0.599
H31 -0.6630 -1.1554 2.8461  0.509

=====

# 3
Below is a structure of composition C22H31ClN5O2S6SbSe4W, with properties calculated with ωB97M-V/def2-TZVPD.

The charge is -2. For the LUMO energy (spin up / spin down), the calculation gives 3.043 / 3.048 eV. As for the energy above the lowest of the compared OMol25 structures with the same formula, charge and spin: 0.415 eV. For the HOMO energy (spin up / spin down), the calculation gives -0.0595 / -0.0597 Eh. Its spin multiplicity is 1. The value obtained for the orbital gap (spin up / spin down) is 4.7 / 4.7 eV.

Each line ends with the Mulliken charge.
Geometry (Å):
W1 -1.2434 -3.0127 -3.4755  0.138
Se1 -4.0707 -2.7142 -0.4052  -0.638
Se2 -2.3912 -3.8623 -1.4576  0.002
Se3 -0.1373 -5.2370 -2.8463  -0.310
Se4 0.8810 -3.8379 -4.4008  -0.181
S1 -3.4432 -0.3740 -7.0255  -0.630
Sb1 -1.8560 -1.8615 -6.4002  0.805
S2 -0.6521 -0.9887 -4.3944  -0.300
S3 -2.5727 -3.8296 -5.1163  -0.308
S4 -0.3729 -2.6091 -7.9268  -0.635
C1 2.9954 -2.8275 0.5017  -0.893
O1 3.0625 -1.6252 -0.2552  -0.200
C2 2.0730 -1.3421 -1.1464  0.499
S5 2.3057 0.0964 -1.9940  -0.455
S6 0.7429 -2.3829 -1.1974  0.140
H1 3.8678 -2.7979 1.1544  0.237
H2 3.0307 -3.7002 -0.1515  0.321
H3 2.0786 -2.8755 1.0886  0.326
C3 -3.4597 0.9018 -3.7348  -1.072
C4 -4.1877 -0.3944 -3.7167  -0.277
N1 -3.7569 -1.5953 -3.3916  1.319
C5 -4.8370 -2.4413 -3.5381  -0.396
C6 -5.9242 -1.7512 -3.9495  -1.037
N2 -5.5082 -0.4397 -4.0343  0.085
H4 -2.4214 0.7401 -3.4838  -0.012
H5 -3.8827 1.5837 -2.9923  0.370
H6 -3.5280 1.3521 -4.7260  0.356
H7 -4.7560 -3.4853 -3.2967  0.421
H8 -6.9297 -2.0563 -4.1758  0.423
H9 -6.0153 0.3197 -4.4509  0.218
C7 -0.8299 -0.5840 2.5434  -2.113
C8 0.2194 0.3932 3.0953  2.249
C9 1.5975 -0.1686 2.7447  -1.542
C10 0.0679 0.3936 4.6257  -2.096
C11 0.0247 1.8619 2.5641  2.088
O2 -1.2334 2.3625 3.0209  -0.715
C12 1.0522 2.8719 3.1659  -1.480
C13 2.2220 3.4497 2.3377  -1.276
C14 3.4400 2.5750 2.1740  0.288
C15 3.7492 1.9561 0.9706  -0.014
C16 4.8436 1.1078 0.8548  -0.786
C17 5.6440 0.8967 1.9596  0.435
Cl1 7.0195 -0.1782 1.8409  -0.272
C18 5.3790 1.5200 3.1702  -0.795
C19 4.2807 2.3564 3.2653  0.024
C20 0.0738 2.0035 1.0349  -1.110
N3 -0.9930 1.3503 0.3048  1.046
C21 -0.8710 0.5341 -0.7514  -0.099
N4 -2.0424 0.0711 -1.1091  0.278
C22 -2.8866 0.6484 -0.2275  -0.744
N5 -2.3033 1.4334 0.6585  -1.200
H10 -0.7021 -1.5498 3.0373  0.567
H11 -0.7236 -0.7733 1.4761  0.323
H12 -1.8512 -0.2545 2.7361  0.335
H13 1.6618 -1.1933 3.1189  0.640
H14 2.4088 0.3990 3.1995  -0.019
H15 1.7667 -0.2122 1.6667  0.087
H16 -0.0070 -0.6380 4.9755  0.482
H17 -0.8336 0.9268 4.9260  0.402
H18 0.9259 0.8417 5.1311  0.338
H19 -1.9213 1.9994 2.4327  0.635
H20 1.4620 2.4714 4.0932  0.124
H21 0.4307 3.7224 3.4498  0.366
H22 2.5368 4.3536 2.8679  0.559
H23 1.8845 3.7879 1.3577  0.417
H24 3.1247 2.0893 0.0938  0.367
H25 5.0276 0.5990 -0.0811  0.349
H26 6.0223 1.3428 4.0217  0.408
H27 4.0602 2.8363 4.2133  0.352
H28 0.9999 1.5821 0.6442  0.108
H29 0.0533 3.0670 0.7895  0.065
H30 0.0760 0.3406 -1.2357  0.032
H31 -3.9472 0.4549 -0.2185  0.577

=====

The records above yield E values of -10340.3041; -4860.5284; -14043.7854 Ha, respectively.